{"formula": "C5H13NO", "method": "ωB97M-V/def2-TZVPD", "relative_energy_kcal_mol": 47.0, "smiles": "C=C(N)CCC.O", "max_force_ev_per_a": 2.094, "gap_ev": 9.8, "homo_ha": -0.338, "e_lumo_ha": 0.0212, "symbols": ["C", "C", "C", "C", "C", "N", "H", "H", "H", "H", "H", "H", "H", "H", "H", "H", "H", "H", "H", "O"], "positions_angstrom": [[0.761309, 2.094718, -1.147610], [-0.516362, 1.519914, -1.755875], [-0.865395, 0.151499, -1.127931], [-1.392200, 0.212465, 0.292105], [-0.753009, 0.461440, 1.446747], [-2.759354, -0.251266, 0.459473], [1.655391, 1.848024, -1.699717], [0.670849, 3.143618, -0.892875], [0.925020, 1.644956, -0.165130], [-0.413472, 1.393115, -2.850604], [-1.440215, 2.092988, -1.610092], [0.098170, -0.373286, -1.057518], [-1.646764, -0.357495, -1.686250], [0.345048, 0.435270, 1.457935], [-1.210759, 0.680203, 2.397133], [-3.495931, 0.378677, 0.723296], [-2.732865, -1.107983, 0.984259], [3.738615, -2.792102, 1.432646], [4.416081, -3.941668, 0.731845], [4.366763, -3.485572, 1.585642]], "atomic_forces_ev_per_a": [[-0.63, -0.14, 1.07], [-0.68, -0.58, -0.26], [0.86, 0.12, 0.78], [-1.01, -0.04, 1.54], [1.67, -0.04, -1.26], [0.06, -0.12, -1.11], [0.15, 0.27, -0.48], [0.26, 0.37, -0.52], [-0.09, -0.07, -0.03], [-0.02, 0.02, 0.49], [0.51, 0.60, -0.01], [-0.38, -0.51, -0.45], [0.40, -0.27, -0.24], [-0.35, 0.53, 0.00], [-0.42, -0.48, 0.01], [0.10, 0.16, 0.14], [-0.42, 0.19, 0.33], [-0.51, 0.61, -0.02], [0.06, 0.10, 0.36], [0.45, -0.70, -0.34]], "nbo_charge": [-0.625, -0.388, -0.451, 0.182, -0.434, -0.902, 0.210, 0.217, 0.205, 0.205, 0.201, 0.207, 0.233, 0.182, 0.205, 0.379, 0.374, 0.465, 0.467, -0.932]}